(1)
8 unconnected molecules or ions with the total composition C28H67IN3O9P, computed with wB97M-V/def2-TZVPD.

Each line ends with the Mulliken charge.
Geometry (Å):
N (-1.397, 1.605, 3.835)  -0.580
C (-1.241, 1.626, 2.678)  -0.581
C (-0.797, 1.334, 1.232)  1.019
C (0.752, 1.054, 1.058)  -0.515
C (1.578, 0.976, 2.405)  -0.017
C (2.077, 2.414, 2.851)  -0.727
I (4.272, 2.357, 3.010)  -0.005
C (-1.340, 2.557, 0.329)  -0.099
C (-0.473, 3.781, 0.648)  -0.269
N (-0.086, 4.839, 0.882)  -0.419
P (-1.442, 2.130, -1.494)  1.014
N (-1.361, 3.350, -2.471)  -0.887
O (-2.966, 1.434, -1.726)  -0.499
O (-0.238, 1.044, -1.916)  -0.489
H (-1.344, 0.401, 0.895)  0.468
H (1.284, 1.768, 0.380)  0.342
H (0.852, 0.037, 0.575)  0.095
H (1.073, 0.397, 3.222)  0.337
H (2.511, 0.391, 2.156)  -0.161
H (1.885, 3.192, 2.062)  0.084
H (1.725, 2.735, 3.860)  0.483
H (-2.404, 2.713, 0.678)  0.582
H (-1.225, 4.198, -1.911)  0.254
H (-3.234, 1.009, -0.885)  0.319
H (-0.560, 0.171, -1.591)  0.320
C (6.815, -1.046, 1.150)  -0.858
C (6.167, -1.740, 2.336)  0.340
C (6.050, -3.239, 2.104)  -1.044
O (4.871, -1.190, 2.552)  -0.478
H (6.213, -1.184, 0.248)  0.023
H (6.883, 0.031, 1.325)  0.243
H (7.820, -1.433, 0.964)  0.410
H (6.754, -1.554, 3.238)  0.270
H (5.427, -3.449, 1.229)  0.103
H (5.571, -3.723, 2.958)  0.315
H (7.032, -3.693, 1.950)  0.392
H (4.346, -1.351, 1.757)  0.266
C (2.326, 7.856, 2.465)  -1.224
C (3.388, 7.284, 1.538)  0.364
C (3.829, 8.308, 0.504)  -1.298
O (2.870, 6.132, 0.877)  -0.488
H (1.434, 8.146, 1.901)  0.315
H (2.011, 7.108, 3.195)  0.291
H (2.700, 8.732, 3.001)  0.405
H (4.250, 6.958, 2.124)  0.274
H (2.988, 8.613, -0.125)  0.341
H (4.583, 7.880, -0.161)  0.310
H (4.248, 9.197, 0.981)  0.387
H (2.106, 6.406, 0.355)  0.315
C (4.955, -2.911, -2.932)  -1.299
C (3.828, -2.720, -1.930)  0.549
C (2.503, -2.460, -2.630)  -0.740
O (4.135, -1.622, -1.070)  -0.412
H (5.087, -2.013, -3.544)  0.373
H (5.901, -3.086, -2.416)  0.339
H (4.756, -3.757, -3.594)  0.297
H (3.743, -3.609, -1.300)  0.161
H (2.552, -1.547, -3.232)  0.456
H (1.704, -2.315, -1.899)  0.218
H (2.232, -3.292, -3.282)  -0.204
H (4.214, -0.829, -1.616)  0.283
C (-4.592, -3.261, 2.457)  -1.251
C (-3.308, -2.448, 2.491)  0.308
C (-3.449, -1.225, 3.379)  -0.647
O (-2.971, -2.035, 1.162)  -0.521
H (-5.417, -2.666, 2.054)  0.252
H (-4.479, -4.131, 1.805)  0.332
H (-4.867, -3.606, 3.455)  0.381
H (-2.488, -3.073, 2.853)  0.308
H (-4.236, -0.561, 3.007)  0.018
H (-2.529, -0.638, 3.388)  -0.014
H (-3.690, -1.509, 4.406)  0.478
H (-3.694, -1.483, 0.836)  0.323
C (2.381, -7.850, -2.921)  -1.463
C (2.645, -6.411, -3.338)  0.725
C (1.547, -5.890, -4.252)  -1.362
O (3.901, -6.333, -4.010)  -0.532
H (2.353, -8.509, -3.794)  0.356
H (3.182, -8.214, -2.274)  0.365
H (1.432, -7.939, -2.387)  0.361
H (2.714, -5.778, -2.450)  0.132
H (1.489, -6.481, -5.171)  0.385
H (1.755, -4.861, -4.552)  0.316
H (0.573, -5.920, -3.758)  0.332
H (3.852, -6.889, -4.798)  0.345
C (-3.117, -0.373, -5.075)  -0.729
C (-4.285, 0.228, -5.841)  0.327
C (-4.012, 1.677, -6.215)  -1.155
O (-5.465, 0.157, -5.043)  -0.553
H (-2.944, 0.171, -4.142)  -0.138
H (-3.330, -1.410, -4.803)  0.316
H (-2.201, -0.349, -5.668)  0.371
H (-4.471, -0.356, -6.745)  0.301
H (-3.867, 2.289, -5.319)  0.258
H (-4.862, 2.100, -6.755)  0.318
H (-3.122, 1.762, -6.842)  0.354
H (-5.311, 0.671, -4.240)  0.333
C (-8.056, 0.440, 4.959)  -1.403
C (-6.929, 0.997, 4.104)  0.593
C (-7.160, 2.463, 3.771)  -1.345
O (-6.830, 0.244, 2.895)  -0.535
H (-9.012, 0.500, 4.430)  0.357
H (-7.882, -0.616, 5.181)  0.333
H (-8.144, 0.985, 5.901)  0.379
H (-5.978, 0.886, 4.631)  0.268
H (-8.086, 2.591, 3.202)  0.350
H (-6.349, 2.848, 3.149)  0.305
H (-7.222, 3.069, 4.678)  0.378
H (-7.665, 0.334, 2.419)  0.330

Calculated values
**F_max**: 3.3 eV/A
**LUMO energy**: -0.54 eV
**Calculated total energy**: -2587.475582 Eh
**Kohn-Sham gap**: 8.288 eV
**Structure (SMILES)**: N#C[C@H](CCCI)[C@@H](C#N)P(=N)(O)O.CC(C)O.CC(C)O.CC(C)O.CC(C)O.CC(C)O.CC(C)O.CC(C)O


(2)
A molecular structure, C5H9NO, computed with wB97M-V/def2-TZVPD.

Each line ends with the Mulliken charge.
Geometry (Å):
C (0.991, 0.369, 1.137)  -1.792
C (-0.041, 0.187, 0.016)  1.793
C (-1.361, 0.895, 0.347)  -1.400
C (0.590, 0.339, -1.385)  -0.639
O (0.624, -1.106, -1.545)  -0.416
C (-0.089, -1.274, -0.382)  -0.059
N (-0.570, -2.304, 0.149)  -0.655
H (1.916, -0.170, 0.911)  0.439
H (1.234, 1.429, 1.286)  0.407
H (0.593, -0.028, 2.078)  0.420
H (-2.218, 0.213, 0.315)  0.360
H (-1.289, 1.286, 1.363)  0.366
H (-1.572, 1.741, -0.318)  0.301
H (1.593, 0.773, -1.409)  0.289
H (-0.042, 0.787, -2.158)  0.296
H (-0.360, -3.137, -0.402)  0.291

Calculated values
**F_max**: 0.5 eV/A
**LUMO energy**: 0.89 eV
**Calculated total energy**: -325.882672 Eh
**Kohn-Sham gap**: 10.932 eV
**Energy relative to the best compared isomer or geometry (same formula, charge and spin)**: 1.493 eV


(3)
A molecular structure, C25H23AsIrNO6S, computed with wB97M-V/def2-TZVPD.

Each line ends with the Mulliken spin population.
Geometry (Å):
Ir (0.057, -0.540, 0.875)  -0.019
C (-2.153, -1.001, 3.981)  0.001
C (-1.278, -1.859, 3.121)  -0.018
C (-1.751, -3.033, 2.547)  0.015
C (-0.912, -3.876, 1.815)  -0.010
C (0.404, -3.532, 1.579)  0.018
C (0.921, -2.342, 2.125)  -0.018
C (0.085, -1.528, 2.935)  0.015
H (-3.085, -0.759, 3.468)  -0.001
H (-1.650, -0.075, 4.250)  0.000
H (-2.418, -1.536, 4.895)  -0.001
H (-2.783, -3.315, 2.720)  0.000
H (-1.290, -4.817, 1.434)  0.002
H (1.049, -4.190, 1.012)  0.000
H (1.990, -2.170, 2.126)  0.000
H (0.517, -0.737, 3.545)  0.000
O (3.400, 2.207, 2.537)  0.000
As (1.696, 1.764, 2.478)  -0.001
O (1.231, 1.462, 3.999)  0.000
O (1.814, 0.342, 1.515)  0.001
C (1.140, 3.188, 1.270)  0.000
C (2.085, 4.154, 0.938)  0.000
C (1.805, 5.071, -0.065)  0.000
C (0.591, 5.038, -0.739)  -0.001
C (-0.360, 4.091, -0.403)  0.000
C (-0.074, 3.174, 0.599)  0.002
S (-1.292, 1.932, 0.907)  0.000
O (-2.572, 2.535, 1.055)  -0.001
O (-1.176, 0.991, -0.251)  0.004
O (-0.810, 1.150, 2.081)  -0.009
H (3.789, 1.819, 3.332)  0.000
H (3.032, 4.175, 1.456)  0.000
H (2.546, 5.815, -0.325)  0.000
H (0.387, 5.750, -1.527)  0.000
H (-1.328, 4.054, -0.887)  0.000
C (-3.498, -2.544, -2.721)  0.083
C (-3.003, -1.314, -3.146)  -0.041
C (-1.793, -0.851, -2.682)  0.096
C (-1.056, -1.615, -1.750)  -0.032
C (-1.580, -2.837, -1.302)  0.077
C (-2.775, -3.302, -1.803)  -0.032
N (0.134, -1.141, -1.245)  0.450
C (1.050, -0.573, -2.071)  0.060
C (2.030, 0.320, -1.565)  0.108
C (2.897, 0.955, -2.419)  -0.077
C (2.868, 0.675, -3.786)  0.198
C (1.974, -0.271, -4.291)  -0.065
C (1.078, -0.892, -3.458)  0.164
H (-4.443, -2.908, -3.098)  0.003
H (-3.571, -0.711, -3.842)  0.000
H (-1.420, 0.125, -2.962)  -0.004
H (-0.999, -3.424, -0.606)  -0.002
H (-3.153, -4.265, -1.485)  0.000
H (2.081, 0.506, -0.498)  0.031
H (3.609, 1.665, -2.022)  -0.001
H (3.559, 1.168, -4.457)  0.007
H (1.995, -0.527, -5.341)  0.000
H (0.407, -1.646, -3.845)  0.001

Calculated values
**F_max**: 2.9 eV/A
**LUMO energy (spin up / spin down)**: -5.19 / -5.44 eV
**Calculated total energy**: -4210.608994 Eh
**Kohn-Sham gap (spin up / spin down)**: 6.199 / 6.467 eV
**Energy relative to the best compared isomer or geometry (same formula, charge and spin)**: 2.311 eV
**2S+1**: 2
**Net charge**: +1


(4)
A molecular structure, C3H8N3O, computed with wB97M-V/def2-TZVPD.

Each line ends with the Mulliken charge.
Geometry (Å):
C (-2.863, -0.130, -0.053)  0.289
C (2.142, 1.264, 0.371)  -0.136
C (1.678, -0.868, -0.383)  -0.988
N (-3.700, 0.656, -0.118)  -0.186
N (1.229, 0.433, 0.058)  0.390
N (-1.956, -0.919, 0.225)  -0.525
O (-0.035, 0.657, 0.067)  -0.535
H (1.973, 2.270, 0.496)  0.353
H (3.182, 0.855, 0.205)  0.148
H (1.925, -1.506, 0.479)  0.388
H (0.927, -1.368, -1.059)  0.338
H (2.766, -0.857, -0.833)  0.332
H (-4.362, 1.426, -0.511)  0.386
H (-0.853, -0.145, 0.297)  0.499
H (-2.053, -1.767, 0.760)  0.246

Calculated values
**F_max**: 5.4 eV/A
**LUMO energy**: -3.81 eV
**Calculated total energy**: -358.234990 Eh
**Kohn-Sham gap**: 10.627 eV
**Energy relative to the best compared isomer or geometry (same formula, charge and spin)**: 4.393 eV
**Net charge**: +1


(5)
A single C3H8N2O molecule, computed with wB97M-V/def2-TZVPD.

Each line ends with the Mulliken charge.
Geometry (Å):
C (1.795, 0.333, -0.443)  -0.864
N (0.794, -0.032, 0.542)  -0.318
C (-0.540, -0.285, 0.078)  1.059
O (-0.858, -1.640, -0.132)  -0.517
C (-1.452, 0.471, 0.938)  -0.880
N (-1.147, 0.727, -0.692)  -0.724
H (1.336, 1.013, -1.158)  0.369
H (2.209, -0.537, -0.970)  0.258
H (2.608, 0.861, 0.056)  0.263
H (1.096, -0.731, 1.209)  0.228
H (-0.451, -1.895, -0.971)  0.327
H (-2.340, -0.018, 1.323)  0.272
H (-1.120, 1.355, 1.459)  0.277
H (-1.929, 0.378, -1.240)  0.250

Calculated values
**F_max**: 2.6 eV/A
**LUMO energy**: 0.84 eV
**Calculated total energy**: -303.783722 Eh
**Kohn-Sham gap**: 9.474 eV
**Structure (SMILES)**: CN[C@@]1(O)CN1
**Energy relative to the best compared isomer or geometry (same formula, charge and spin)**: 2.950 eV


(6)
A single C3H4FNS molecule, computed with wB97M-V/def2-TZVPD.

Each line ends with the Mulliken charge.
Geometry (Å):
C (0.040, -2.609, -0.268)  -0.836
C (0.154, -1.274, -0.051)  0.893
F (0.981, -0.837, 0.922)  -0.226
C (-0.663, -0.323, -0.792)  -0.250
N (-0.834, 0.933, -0.704)  -0.428
S (0.114, 1.893, 0.329)  -0.125
H (-0.610, -2.948, -1.067)  0.250
H (0.655, -3.291, 0.313)  0.300
H (-1.310, -0.735, -1.570)  0.269
H (-0.741, 2.931, 0.344)  0.152

Calculated values
**F_max**: 2.3 eV/A
**LUMO energy**: 0.18 eV
**Calculated total energy**: -669.457355 Eh
**Kohn-Sham gap**: 8.902 eV
**Structure (SMILES)**: C=C(F)/C=N\S
**Energy relative to the best compared isomer or geometry (same formula, charge and spin)**: 1.136 eV